(1)
{"formula": "C15H11N3O2", "method": "ωB97M-V/def2-TZVPD", "symbols": ["O", "O", "N", "N", "N", "C", "C", "C", "C", "C", "C", "C", "C", "C", "C", "C", "C", "C", "C", "C", "H", "H", "H", "H", "H", "H", "H", "H", "H", "H", "H"], "coordinates": [[-2.09182, 1.64146, -0.36064], [0.03845, -0.58142, 0.82566], [0.89295, -2.15917, -0.32690], [-2.06545, -1.46665, 1.07222], [-1.61997, -4.58907, -0.72090], [-3.85615, 1.77129, -1.37433], [-0.83429, -1.48027, 0.58452], [-0.90477, -3.67304, -0.51460], [2.57270, 0.99302, 0.56472], [3.67640, 1.83912, 0.25571], [-2.96520, 0.87459, 0.27679], [-4.19204, 1.00802, -0.34248], [1.26376, -0.93954, 0.01273], [4.71208, 1.16090, 0.03382], [3.37955, -0.76408, -0.47907], [4.67531, -0.03789, -0.64930], [-2.63003, 2.32359, -1.29982], [-0.21846, -2.41391, -0.15701], [2.34574, -0.30531, -0.08185], [-2.62890, -0.07949, 1.75851], [-2.86244, -2.00681, 0.94317], [-1.78108, 0.51004, 2.22928], [1.64075, 1.21654, 1.06460], [3.41319, -1.73159, -1.11731], [-1.92723, 2.54014, -2.06748], [3.78914, 2.81477, 0.90451], [5.57067, -0.62382, -1.13148], [-3.34561, -0.22365, 2.32931], [-5.08439, 0.53179, -0.08756], [5.62352, 1.62436, -0.08543], [-4.58638, 2.22610, -2.05939]], "atomic_forces_ev_per_a": [[4.4, -2.0, 5.3], [1.8, 3.7, -0.1], [16.6, 4.0, -4.7], [-1.1, 5.4, 4.0], [2.2, 2.6, 0.6], [-3.9, 5.1, -5.4], [-2.2, 0.0, 0.8], [-1.9, -1.7, -0.3], [-2.5, 0.6, -1.8], [-8.2, 3.4, 7.2], [-1.4, -2.0, 4.0], [2.2, -2.0, 2.6], [-12.0, -8.1, 2.2], [7.5, -4.1, -5.4], [15.2, -6.8, -9.6], [-1.7, -3.5, 1.3], [-0.9, -1.3, -2.4], [-13.5, -7.2, 1.0], [-0.9, 12.1, 6.6], [10.0, 2.5, -10.5], [-0.5, -1.9, -1.1], [-1.0, -1.2, -0.4], [0.2, 1.4, 0.3], [-0.3, 1.2, 1.5], [0.1, 1.2, -0.5], [-0.6, -1.6, -1.8], [-1.9, 1.5, 1.2], [-7.0, -1.5, 4.8], [-1.2, -0.5, 0.2], [2.2, 1.3, 0.3], [0.2, -0.7, 0.0]], "mulliken_charge": [-0.23, -0.39, -0.42, -0.28, -0.55, -0.52, 0.57, -0.07, -0.58, -0.46, 0.54, -0.51, -0.20, -0.49, 0.09, -0.41, -0.26, 0.67, 0.57, -1.03, 0.22, 0.25, 0.49, 0.22, 0.34, 0.24, 0.28, 0.71, 0.46, 0.43, 0.33], "homo_ev": -7.40, "max_force_ev_per_a": 19.2, "e_tot_ev": -24286.7962, "charge": 0, "lumo_ev": 0.21, "smiles": "N#Cc1nc(-c2ccccc2)oc1NCc1ccco1", "relative_energy_ev": 11.071, "orbital_gap_ev": 7.611}

---

(2)
{"formula": "C13H6F4NO4", "method": "ωB97M-V/def2-TZVPD", "symbols": ["F", "F", "F", "F", "O", "O", "O", "O", "N", "C", "C", "C", "C", "C", "C", "C", "C", "C", "C", "C", "C", "C", "H", "H", "H", "H", "H", "H"], "coordinates": [[-2.58562, -1.44364, 2.22402], [-2.52975, 1.03769, 2.66786], [2.03909, 1.14723, 3.07735], [2.12433, -1.48830, 2.42219], [-0.24769, 2.56136, 2.79241], [-2.49400, 1.06772, -0.63439], [-3.86700, -0.66349, -0.65912], [-0.08052, -2.77110, 1.62420], [-2.77457, -0.12912, -0.45169], [-3.03023, -3.14022, -0.26386], [-0.26386, 1.34448, 2.46488], [-1.46716, -0.81343, 1.57600], [-2.23145, -5.05469, -1.57668], [-0.91498, -3.01944, -1.33425], [-0.16471, -1.59178, 1.92552], [0.97575, -0.78990, 2.33282], [-1.08951, -4.31265, -1.87114], [-1.60400, -1.02784, 0.10210], [0.96301, 0.54276, 2.54248], [-3.22411, -4.42618, -0.81616], [-1.83158, -2.43665, -0.44495], [-1.41222, 0.57752, 2.10902], [-2.36979, -6.08484, -1.94414], [-4.16886, -4.95026, -0.60896], [-3.85548, -2.67079, 0.25796], [-0.67632, -0.69349, -0.40827], [-0.03894, -2.44879, -1.63764], [-0.31634, -4.77214, -2.48703]], "atomic_forces_ev_per_a": [[1.0, 0.0, -0.7], [-1.8, 0.5, -0.3], [-0.5, -0.5, -0.8], [0.3, 0.0, 0.3], [0.1, -0.8, 0.2], [-0.8, -2.3, 0.2], [1.4, 1.5, 0.2], [0.1, 0.4, 0.7], [0.2, 1.0, -0.2], [-0.1, -0.9, -0.1], [-1.6, 0.0, -0.8], [-0.4, 0.0, 2.7], [-0.2, 0.4, 0.2], [0.0, -0.2, 0.0], [0.1, -0.3, -1.0], [0.5, -0.4, -0.2], [0.0, 0.2, 0.4], [-0.6, -0.3, -2.6], [0.2, -0.2, 0.7], [0.0, 0.3, 0.4], [-0.6, -0.7, -0.7], [2.6, 0.9, 0.4], [0.1, 0.7, 0.2], [0.5, 0.3, -0.1], [0.3, -0.3, 0.2], [-0.7, 0.4, 0.5], [0.0, -0.2, 0.2], [-0.1, 0.3, 0.1]], "mulliken_charge": [-0.45, -0.36, -0.28, -0.32, -0.80, -0.59, -0.59, -0.62, 0.98, -0.23, 0.00, 1.99, -0.38, -0.24, -0.10, 0.06, -0.62, -0.72, 0.57, -0.69, 0.57, -0.34, 0.35, 0.31, 0.42, 0.47, 0.27, 0.34], "homo_ev": -3.51, "max_force_ev_per_a": 2.8, "e_tot_ev": -34124.7043, "charge": -1, "lumo_ev": 2.50, "smiles": "O=C1C(F)=C(F)C([O-])=C(F)[C@@]1(F)[C@@H](c1ccccc1)[N+](=O)[O-]", "relative_energy_ev": 1.034, "orbital_gap_ev": 6.009}

---

Which formula does entry 1 have?
C15H11N3O2